# C54H135N9O18

9 unconnected molecules or ions with the total composition C54H135N9O18 at a distorted geometry (ωB97M-V/def2-TZVPD, the OMol25 dataset).

```
! RIJCOSX wB97M-V def2-TZVPD def2/J DEFGRID3
* xyz 0 1
C 3.782 -12.192 0.965
O 4.458 -12.089 -0.267
C 5.779 -11.621 -0.184
C 5.852 -10.139 0.154
N 5.029 -9.316 -0.721
C 4.371 -8.190 -0.089
C 3.589 -7.392 -1.098
O 2.381 -7.999 -1.437
C 1.284 -7.142 -1.705
H 3.677 -11.199 1.416
H 4.278 -12.851 1.693
H 2.809 -12.646 0.792
H 6.198 -11.682 -1.194
H 6.409 -12.227 0.474
H 6.885 -9.780 0.086
H 5.576 -10.020 1.218
H 4.271 -9.904 -1.067
H 5.046 -7.511 0.452
H 3.734 -8.420 0.783
H 4.243 -7.166 -1.950
H 3.400 -6.407 -0.639
H 0.376 -7.705 -1.513
H 1.374 -6.724 -2.715
H 1.322 -6.282 -1.019
C -2.787 7.044 -4.024
O -2.556 5.659 -3.985
C -3.657 4.928 -3.502
C -3.226 3.498 -3.225
N -2.305 3.003 -4.274
C -3.115 2.673 -5.457
C -2.204 2.157 -6.551
O -2.943 1.598 -7.625
C -2.098 0.984 -8.553
H -3.430 7.311 -4.878
H -1.846 7.575 -4.148
H -3.308 7.424 -3.138
H -4.437 4.974 -4.279
H -4.155 5.377 -2.633
H -4.077 2.821 -3.199
H -2.652 3.451 -2.297
H -1.689 3.762 -4.550
H -3.708 3.498 -5.858
H -3.732 1.806 -5.202
H -1.365 1.584 -6.137
H -1.693 3.014 -7.037
H -1.245 1.608 -8.870
H -2.651 0.776 -9.466
H -1.640 0.078 -8.140
C 7.638 9.224 0.965
O 8.009 8.622 2.188
C 7.601 9.313 3.323
C 6.303 8.742 3.853
N 6.460 7.308 4.049
C 5.296 6.705 4.630
C 5.397 5.205 4.620
O 4.917 4.621 3.435
C 5.042 3.215 3.421
H 8.323 10.035 0.687
H 6.695 9.793 0.968
H 7.498 8.401 0.272
H 7.551 10.406 3.233
H 8.347 9.202 4.116
H 5.444 9.044 3.230
H 6.144 9.187 4.845
H 6.784 6.930 3.167
H 4.364 7.058 4.155
H 5.153 7.034 5.665
H 4.767 4.877 5.465
H 6.413 4.858 4.836
H 5.986 2.908 2.960
H 4.151 2.804 2.959
H 5.113 2.831 4.448
C 1.588 4.612 -2.102
O 1.914 5.885 -1.640
C 1.237 6.921 -2.336
C 1.742 8.269 -1.882
N 3.058 8.632 -2.394
C 4.219 8.088 -1.670
C 5.490 8.710 -2.237
O 5.833 9.892 -1.557
C 6.106 11.025 -2.372
H 0.661 4.181 -1.703
H 2.438 3.932 -2.021
H 1.394 4.532 -3.190
H 0.143 6.850 -2.230
H 1.419 6.748 -3.406
H 1.583 8.382 -0.799
H 1.082 9.019 -2.338
H 3.126 9.629 -2.534
H 4.253 7.021 -1.887
H 4.091 8.185 -0.585
H 5.394 8.734 -3.325
H 6.258 7.959 -2.001
H 6.438 11.865 -1.766
H 5.124 11.358 -2.745
H 6.772 10.801 -3.205
C -3.564 11.305 6.661
O -2.723 10.190 6.714
C -2.539 9.556 5.459
C -1.776 8.276 5.678
N -1.278 7.762 4.423
C -0.385 6.616 4.578
C -0.083 5.954 3.249
O -1.275 5.450 2.720
C -1.128 4.403 1.810
H -3.993 11.541 7.630
H -4.381 11.159 5.938
H -3.026 12.184 6.275
H -2.091 10.223 4.716
H -3.552 9.303 5.097
H -2.350 7.534 6.256
H -0.922 8.471 6.336
H -2.017 7.418 3.816
H -0.867 5.833 5.199
H 0.520 6.862 5.140
H 0.750 5.278 3.479
H 0.360 6.662 2.531
H -0.552 4.738 0.942
H -2.067 3.850 1.712
H -0.598 3.486 2.151
C -7.235 -3.074 -3.344
O -6.518 -3.584 -4.438
C -5.125 -3.474 -4.257
C -4.520 -3.312 -5.655
N -3.160 -2.791 -5.710
C -2.174 -3.701 -5.105
C -0.774 -3.094 -5.029
O -0.546 -2.233 -3.925
C -1.203 -0.997 -4.004
H -6.869 -2.086 -3.017
H -7.115 -3.676 -2.430
H -8.278 -2.983 -3.636
H -4.781 -4.338 -3.685
H -4.888 -2.553 -3.702
H -5.199 -2.684 -6.229
H -4.468 -4.306 -6.113
H -3.100 -1.942 -5.160
H -2.156 -4.625 -5.692
H -2.424 -3.997 -4.070
H -0.580 -2.572 -5.976
H -0.066 -3.917 -4.931
H -0.721 -0.297 -3.321
H -2.270 -0.964 -3.750
H -1.100 -0.550 -5.003
C -2.556 -7.835 3.480
O -1.581 -8.842 3.281
C -0.813 -8.599 2.117
C -0.269 -9.902 1.527
N 1.070 -10.253 1.869
C 1.437 -10.283 3.268
C 1.943 -8.976 3.827
O 2.903 -8.365 2.991
C 3.476 -7.263 3.643
H -2.008 -6.884 3.453
H -2.966 -8.007 4.471
H -3.315 -7.816 2.694
H -0.077 -7.788 2.215
H -1.502 -8.134 1.385
H -0.379 -9.791 0.446
H -1.017 -10.655 1.807
H 1.773 -10.094 1.174
H 2.206 -11.061 3.288
H 0.568 -10.607 3.839
H 2.309 -9.099 4.857
H 1.113 -8.263 3.925
H 4.118 -7.537 4.491
H 2.732 -6.554 4.039
H 4.070 -6.691 2.928
C -8.706 -1.691 -0.067
O -8.131 -2.729 0.705
C -7.151 -2.261 1.627
C -6.438 -3.457 2.214
N -5.179 -3.813 1.549
C -5.390 -4.172 0.157
C -4.112 -4.815 -0.356
O -3.684 -6.004 0.264
C -4.482 -7.140 -0.065
H -9.411 -1.103 0.523
H -9.176 -2.211 -0.902
H -7.903 -1.086 -0.505
H -7.673 -1.663 2.381
H -6.439 -1.628 1.080
H -7.120 -4.318 2.241
H -6.196 -3.197 3.249
H -4.735 -4.530 2.106
H -5.651 -3.292 -0.426
H -6.162 -4.946 0.012
H -3.283 -4.095 -0.314
H -4.044 -4.943 -1.453
H -5.500 -6.790 -0.230
H -4.464 -7.777 0.815
H -4.102 -7.654 -0.950
C -0.518 -4.819 0.670
O 0.441 -3.845 0.989
C 0.432 -2.663 0.171
C 1.192 -1.678 1.034
N 0.508 -1.344 2.288
C -0.800 -0.690 2.151
C -0.672 0.660 1.496
O -0.482 0.485 0.106
C -0.362 1.703 -0.617
H -1.513 -4.624 1.098
H -0.260 -5.754 1.168
H -0.591 -4.865 -0.421
H -0.603 -2.399 -0.058
H 0.939 -2.956 -0.755
H 1.495 -0.755 0.550
H 2.120 -2.174 1.328
H 0.353 -2.229 2.760
H -1.146 -0.553 3.180
H -1.596 -1.259 1.654
H 0.077 1.329 1.940
H -1.603 1.254 1.597
H -0.369 1.478 -1.679
H 0.553 2.150 -0.219
H -1.256 2.305 -0.403
*
```

Computed properties:
SMILES ... COCCNCCOC.COCCNCCOC.COCCNCCOC.COCCNCCOC.COCCNCCOC.COCCNCCOC.COCCNCCOC.COCCNCCOC.COCCNCCOC
F_max ... 2.59 eV Å⁻¹
HOMO level ... -8.14 eV
Relative energy (zero: lowest compared OMol25 entry of this formula, charge and spin) ... 436.9 kJ/mol